44
Properties=species:S:1:pos:R:3:forces:R:3 method="wB97M-V/def2-TZVPD" e_tot_ev=-27652.5850 e_homo_ev=-8.952 e_above_lowest_kj_mol=544.8 charge=0 mol_weight_g_mol=297.35 smiles="C=C1C2=C(C(=O)N1OC)[C@H](O)[C@@](C)(O)[C@H](CCCCC)O2" gap_ev=8.721
O 2.2009 1.9105 -1.4165 0.3724 0.6477 -0.4433
O 0.6100 1.2902 -3.8494 -0.5160 -1.5240 1.8782
O 1.8397 0.2655 1.4682 -0.1545 -0.0515 0.8416
O -1.8297 0.1042 0.3453 0.8788 0.3961 -1.9756
O -1.3239 2.1317 2.1973 0.7986 -0.1782 -0.1367
C 1.0624 1.5187 -1.3731 0.9696 -0.8459 0.2452
C -1.8544 -0.1033 -2.7895 2.0346 1.2774 0.8472
C -0.8352 0.5479 -0.5338 1.0986 0.1340 2.3372
C -0.9031 0.5446 -2.0076 -3.2480 -2.0637 -2.0770
C 0.3877 1.0687 -0.1420 -3.8124 -0.1677 -1.0499
N 0.2185 1.2271 -2.4529 0.4111 1.2829 -1.3215
C 0.3350 2.5223 -4.4939 1.3581 0.6270 -0.1566
C -0.6360 -4.8043 3.3711 -0.5949 0.6980 -0.8880
C -0.0986 -4.7395 1.9233 1.2443 -0.7196 0.2430
C -0.9553 -4.0428 0.8841 -1.2192 -1.0539 0.1828
C -1.6408 -2.7470 1.2983 -0.0629 0.2857 -1.0177
C -0.6943 -1.6067 1.6973 -0.3215 0.5089 -0.5041
C 0.0037 0.7171 3.6643 -1.1874 1.1744 0.2912
C 0.7824 1.2181 1.2830 0.2301 -0.3172 -0.3216
C -1.3829 -0.2262 1.6768 1.2823 -0.0423 0.6418
C -0.4706 0.9559 2.2276 -0.2637 -0.2633 -0.9739
H 2.4988 0.4780 0.7978 0.1133 -0.0160 0.0118
H -1.4194 2.4694 1.2826 0.1520 -0.5173 0.6468
H -2.6208 -0.7074 -2.3367 -0.1053 0.1610 0.3422
H -1.8319 -0.1023 -3.8896 0.2704 0.1610 0.6975
H 0.4603 2.4574 -5.5874 0.0106 -0.8195 0.5001
H 1.0750 3.2449 -4.1764 0.0857 0.3913 0.2464
H -0.6303 2.8908 -4.3149 -1.4907 0.3540 0.4785
H 0.0514 -5.3175 4.0266 0.2188 -0.1147 0.1541
H -1.6047 -5.3299 3.4010 0.2802 0.1727 0.0325
H -0.7955 -3.7763 3.7481 0.0502 -0.5228 0.0202
H 0.1264 -5.7831 1.5774 -0.2894 0.7792 0.2021
H 0.8897 -4.2526 1.9044 -0.1648 -0.0355 0.3635
H -1.7586 -4.7827 0.6139 0.4846 0.7597 -0.0276
H -0.3739 -3.8598 -0.0150 0.1533 -0.0685 -0.1679
H -2.3302 -2.9422 2.1016 -0.4185 -0.0570 0.4256
H -2.2570 -2.4747 0.4053 0.3903 0.2101 0.7442
H 0.1610 -1.5657 1.0048 -0.0249 -0.1366 0.4592
H -0.3665 -1.7156 2.7377 0.3026 -0.3134 -0.3536
H 0.6360 -0.1455 3.7598 0.1577 -0.3827 -0.0536
H -0.8660 0.6739 4.3768 0.7100 -0.1905 -0.7838
H 0.5826 1.5946 3.9707 0.0038 -0.1136 -0.0503
H 1.2003 2.2199 1.4675 -0.4390 -0.0709 0.1877
H -2.2713 -0.3226 2.3378 0.2512 0.5655 -0.7179

=====

48
Properties=species:S:1:pos:R:3:forces:R:3 method="wB97M-V/def2-TZVPD" e_tot_ev=-35845.8475 e_homo_ev=-9.798 charge=0 mol_weight_g_mol=361.35 smiles="CC(=O)N(C)[C@@H]1CCC(=O)O1.C[C@@H]1COC(=O)O1.C[C@@H]1COC(=O)O1" gap_ev=9.988
C 2.8346 -0.4452 -1.7787 -0.6056 0.2661 -0.0149
C 2.0588 0.7981 -1.4671 0.4871 0.4346 0.8226
O 2.4049 1.6029 -0.6318 -0.0826 -0.3745 -0.7863
N 0.8645 0.9490 -2.2449 -0.1599 0.5365 -0.1222
C 0.7770 2.2583 -2.9010 0.3709 -0.2779 -0.1983
C -0.2898 0.5906 -1.4918 -0.1249 -1.2682 -0.0579
C -1.3522 -0.2618 -2.1466 -0.7638 0.4160 -0.2537
C -2.4999 -0.0990 -1.1149 0.7037 -0.0005 -0.6089
C -2.0051 1.0176 -0.2076 -0.6259 0.2588 0.6859
O -2.3472 1.3183 0.9118 0.4116 -0.1592 -1.4663
O -1.0310 1.6865 -0.9195 0.1868 0.3119 0.9729
H 2.1303 -1.2723 -1.7854 -0.0069 -0.2791 0.0279
H 3.6317 -0.5887 -1.0677 0.2615 -0.0681 0.0716
H 3.1902 -0.3487 -2.8000 0.2228 -0.0630 -0.1482
H 1.7198 2.4391 -3.4054 0.1731 0.0133 -0.1202
H 0.0171 2.2027 -3.6687 -0.3122 0.1587 -0.0303
H 0.6115 3.0792 -2.2127 -0.2270 0.0969 0.1386
H 0.0082 -0.0111 -0.6238 0.5999 -0.0400 -0.0339
H -1.7042 0.1119 -3.1036 0.2491 0.4391 -0.1677
H -1.0438 -1.2713 -2.3606 0.1837 -0.3049 0.3957
H -3.3316 0.3153 -1.6700 -0.5783 -0.1113 0.2862
H -2.7632 -1.0223 -0.6241 -0.2571 -0.0244 0.3315
C 2.0461 3.1104 1.9878 0.1006 0.0136 0.2240
C 0.8717 3.3357 2.9068 0.2035 0.0273 -0.2849
C -0.2984 4.0458 2.2660 -0.2036 -0.1107 -0.0487
O -0.8944 4.7205 3.3842 0.0976 0.0575 -0.0790
C 0.0871 4.9567 4.2882 0.0136 -0.1481 -0.1496
O -0.0124 5.6847 5.2188 -0.0297 0.1241 0.2119
O 1.1977 4.2460 3.9788 -0.0805 -0.0626 0.0155
H 2.5312 4.0567 1.7447 -0.1201 0.0480 -0.0663
H 2.7948 2.4768 2.4639 -0.0173 -0.0246 -0.0223
H 1.7256 2.6266 1.0627 -0.0012 0.1396 0.2449
H 0.5518 2.3928 3.3592 -0.0752 0.0362 0.0260
H -1.0119 3.3696 1.8004 -0.0959 0.0282 0.1350
H 0.0206 4.7948 1.5365 0.0959 -0.0101 0.0120
C -1.1098 -5.9298 1.3622 -0.3168 -0.0877 -0.0658
C -0.8069 -5.3535 0.0008 0.0223 -0.0874 0.3405
C 0.0211 -4.0888 0.0219 0.1125 0.0369 -0.0502
O -0.4182 -3.4192 -1.1697 0.0020 0.0651 0.1126
C -1.6943 -3.8186 -1.4127 -0.0538 -0.2568 0.1257
O -2.4339 -3.2965 -2.1794 -0.0024 0.0782 -0.1234
O -2.0057 -4.8900 -0.6509 0.1044 0.0182 -0.0663
H -1.7926 -5.2789 1.9083 0.0942 0.0997 0.0164
H -1.5905 -6.9027 1.2717 0.0335 -0.0122 -0.0031
H -0.1934 -6.0520 1.9395 0.0371 0.0049 -0.0327
H -0.3492 -6.1086 -0.6432 0.0176 0.0548 -0.0596
H 1.0918 -4.2727 -0.0149 0.0004 0.0668 -0.1702
H -0.2085 -3.4551 0.8825 -0.0447 -0.0594 0.0333

=====

39
Properties=species:S:1:pos:R:3:forces:R:3 method="wB97M-V/def2-TZVPD" e_tot_ev=-17967.4075 e_homo_ev=-10.969 e_above_lowest_kj_mol=51.8 charge=+1 mol_weight_g_mol=219.35 gap_ev=5.127
C 4.6643 -0.7286 -2.4356 -0.2053 -0.2429 0.4029
C 3.3539 -0.0140 -2.6944 0.0721 0.2935 -0.6942
O 2.3173 -0.4593 -1.8202 -0.7778 0.2342 0.1926
C 1.1037 0.1621 -2.0734 -0.0956 -0.4560 0.2069
C -0.0756 -0.4414 -1.8722 1.3853 0.2701 -0.0524
C -1.3533 0.2652 -2.1541 -0.4103 0.2820 -0.1001
C -0.0602 -1.8530 -1.4251 -0.2227 -0.6262 0.2091
H 5.4348 -0.4348 -3.1526 -0.2237 0.0954 0.0239
H 5.0344 -0.5128 -1.4314 -0.0018 0.0486 -0.0384
H 4.5360 -1.8106 -2.5050 -0.0380 0.0559 -0.0679
H 3.4704 1.0715 -2.5796 0.0492 -0.0517 0.0092
H 3.0094 -0.1967 -3.7210 0.1868 0.0331 0.0534
H 1.1325 1.1698 -2.4618 0.3218 0.2829 -0.0949
H -2.2121 -0.3797 -1.9766 -0.0078 -0.0309 -0.0040
H -1.4693 1.1431 -1.5195 -0.1332 0.1537 -0.0108
H -1.4036 0.5972 -3.1911 -0.0756 0.0603 -0.0014
H -1.0644 -2.2610 -1.3167 -0.0155 -0.0120 0.0080
H 0.4814 -2.4683 -2.1444 0.0352 -0.1100 0.0879
H 0.4560 -1.9452 -0.4700 0.0842 -0.1892 0.0965
C -0.3478 2.3890 0.9813 -0.1384 -0.3426 -0.6348
C -0.2788 1.0397 1.6113 0.6886 0.5634 0.5031
C 1.0793 0.5091 1.9367 -0.2963 -0.5128 -0.6911
C -1.4431 0.3810 2.0156 -0.8084 -0.6319 0.1344
C -1.4327 -0.9829 2.4399 0.1889 0.4347 -0.1762
C -2.5779 -1.5995 2.8681 0.0232 -0.3362 0.0925
C -3.7794 -0.9084 2.9132 0.1443 0.0345 -0.0275
C -3.8331 0.4131 2.4945 -0.2010 0.2849 0.0631
C -2.7063 1.0495 2.0458 0.4682 -0.0804 -0.1591
H -1.2682 2.5164 0.4115 0.0571 0.0576 0.1252
H -0.3028 3.1797 1.7300 0.0823 -0.0046 0.2392
H 0.4792 2.5412 0.2873 0.1124 -0.0686 0.1832
H 1.0809 -0.5616 2.1298 0.0075 0.1162 0.0849
H 1.7828 0.6942 1.1259 -0.0303 0.1744 -0.0595
H 1.4739 0.9942 2.8302 -0.1371 0.2646 0.1107
H -0.5247 -1.5559 2.3854 0.1156 -0.0934 0.0254
H -2.5491 -2.6326 3.1707 0.0482 -0.1527 0.0406
H -4.6711 -1.3979 3.2755 -0.0745 -0.0441 -0.0086
H -4.7676 0.9454 2.5415 -0.1326 0.1205 -0.0335
H -2.7692 2.0828 1.7505 -0.0451 0.1256 -0.0381

=====

46
Properties=species:S:1:pos:R:3:forces:R:3 method="wB97M-V/def2-TZVPD" e_tot_ev=-84281.5508 s_squared=6.06 e_homo_ev="-7.545 / -8.284" e_above_lowest_kj_mol=45.4 charge=0 mol_weight_g_mol=404.24 gap_ev="7.502 / 7.755" multiplicity=5
C 0.4631 2.9429 -2.2968 -0.2114 -0.2152 0.1869
C -0.8172 2.4817 -1.9712 0.1214 0.1233 0.1486
C -1.0366 1.5612 -0.9260 1.0194 0.3169 -0.2191
C 0.0720 1.0968 -0.1646 -0.1375 -0.3766 -2.1327
C 1.3784 1.5177 -0.5562 -0.5437 0.2871 -0.5746
C 1.5666 2.4380 -1.6019 -0.1344 -0.2570 0.3133
C -2.4476 1.0424 -0.7189 0.5127 -0.0133 0.1579
C -2.4756 -0.4641 -0.4069 -1.4659 0.1954 -0.3001
N -2.7054 -1.2929 -1.5882 0.2981 -0.1188 0.5319
Cr -0.0183 -0.2757 1.3638 -0.7865 0.8277 -1.2657
C 2.5764 0.8507 0.0970 0.1901 -0.1736 0.1771
P 2.0158 -0.9019 0.3696 1.1807 -0.1821 -0.8583
H -1.6816 2.8331 -2.5476 0.3362 -0.0949 0.1698
H 2.5827 2.7441 -1.8779 -0.3923 -0.1122 0.0854
H 0.6015 3.6642 -3.1094 -0.0654 -0.3096 0.3249
H 2.7950 1.2671 1.0989 -0.1127 -0.1029 -0.5515
H 3.4904 0.9265 -0.5197 -0.3833 -0.1726 0.1553
H -2.9344 1.5601 0.1207 0.1651 0.0180 -0.1619
H -3.0373 1.2601 -1.6264 0.0968 -0.2839 0.4429
H -1.5441 -0.7565 0.1416 -0.1211 -0.2759 -0.1972
C 3.3819 -1.7434 1.2806 0.0039 -0.0158 -0.0535
C 2.0768 -1.6467 -1.3160 0.0575 0.0070 0.0536
H -3.3235 -0.6420 0.2846 0.4610 -0.0978 -0.3189
C -1.5400 -1.4124 -2.4522 0.2262 0.0569 -0.2382
C -3.2530 -2.5930 -1.2335 -0.0775 -0.2996 0.0694
H 0.1672 -1.2141 2.8973 -0.8324 -1.1732 -0.2854
H -1.8030 -2.0008 -3.3487 0.0704 0.2234 0.3813
H -1.2091 -0.4157 -2.7874 -0.0970 -0.3514 0.1811
H -0.6723 -1.9141 -1.9542 -0.4779 0.1977 -0.1257
H -3.4985 -3.1578 -2.1505 0.1109 0.2551 0.3851
H -2.5544 -3.2200 -0.6243 -0.2277 0.2842 -0.2577
H -4.1808 -2.4552 -0.6511 0.3736 -0.0851 -0.2626
H 3.0941 -1.6055 -1.7437 -0.4033 -0.0060 0.1919
H 1.7382 -2.6952 -1.2671 0.1502 0.3864 -0.0443
H 1.3813 -1.0802 -1.9569 0.3318 -0.1958 0.2379
H 4.3388 -1.6596 0.7357 -0.3866 -0.0197 0.2398
H 3.4867 -1.2797 2.2757 -0.0050 -0.1699 -0.3770
H 3.1350 -2.8103 1.4148 0.1118 0.4086 -0.0529
H -0.3230 -1.7020 2.4253 0.8136 0.3427 1.0974
Cl -0.2930 2.1903 5.7427 0.0480 -0.4874 -0.3106
C -0.1667 1.1900 4.2743 0.3246 0.0469 0.8008
Cl -1.7978 0.8366 3.6700 -0.1944 -0.2997 -0.2142
C 0.6341 1.8870 3.2022 3.8482 5.7760 -1.7469
O 1.2174 3.0352 3.4592 -2.6423 -5.0295 -0.4372
O 0.7722 1.3676 1.9969 -0.6399 0.7010 4.7186
H 0.3466 0.2453 4.5464 -0.5138 0.4654 -0.0650

=====

48
Properties=species:S:1:pos:R:3:forces:R:3 method="wB97M-V/def2-TZVPD" e_tot_ev=-45168.2063 e_homo_ev=-11.458 e_above_lowest_kj_mol=0.0 charge=+1 mol_weight_g_mol=370.82 gap_ev=6.834
C 3.7528 -2.0462 2.0966 0.8273 1.1406 -1.8068
C 4.3437 -1.3861 0.9418 -1.9040 -0.6678 1.4440
C 3.2820 -0.8434 -0.1367 -1.1176 1.6787 -1.1497
C 2.9128 -1.8730 -1.2733 -2.2138 4.0851 0.0106
C 1.8583 -1.4002 -2.3004 1.6505 1.6213 2.8368
Cl 1.3628 -2.5386 -3.6554 0.6903 1.8831 2.1192
C 1.2560 0.0345 -2.1636 1.3074 -2.0496 -0.5761
C 0.1333 0.4232 -3.2643 0.3010 -0.6246 1.0366
C -1.2493 -0.2512 -2.6985 0.2745 0.2865 0.7166
C -2.4456 0.8133 -2.5412 -0.2115 -0.7250 0.6935
C -2.6462 1.2696 -0.9907 -0.9581 -0.2437 -0.5622
C -3.7411 0.3390 -0.2169 0.5277 1.6240 0.9826
N -3.0432 -0.7226 0.5723 -0.4507 -0.0382 -0.2842
N 1.6676 0.9565 -1.1040 1.0372 -4.0077 -0.8140
N 1.0778 2.2036 -1.1123 -0.2029 0.9152 0.4053
C 2.6522 0.5904 -0.0808 0.4107 -2.9910 -1.7153
C 3.0992 1.5398 1.1190 0.4270 -1.2895 0.2378
O 3.1844 2.9457 0.7838 -2.3367 0.0882 2.0855
C 2.3317 3.7386 1.5850 0.5184 2.8144 -0.8356
F 2.2793 5.0215 0.9528 0.0797 -3.3925 1.5910
F 2.8975 3.9923 2.8751 -1.9524 -1.2614 -3.1088
F 0.9976 3.2878 1.6571 3.2572 0.6771 0.4228
H 3.8790 -3.1672 2.3024 1.1016 2.1193 0.6125
H 3.1136 -1.4126 2.8030 -0.4601 -1.4856 -1.7889
H 5.4758 -1.2863 0.8172 -1.7723 -1.2750 -0.8675
H 3.3858 -2.9049 -1.3456 -0.6855 1.6446 0.2245
H 0.0411 1.5469 -3.4261 0.0963 -1.5863 0.3829
H 0.3913 -0.0576 -4.2750 -0.0687 0.7440 1.7225
H -1.0458 -0.6616 -1.6345 -0.3536 0.5318 -1.7277
H -1.4994 -1.1606 -3.3388 0.2200 1.4165 0.7157
H -3.4172 0.2450 -2.8072 1.5218 1.2304 0.0900
H -2.2961 1.7282 -3.2194 -0.3113 -1.4827 0.8870
H -1.6848 1.1792 -0.3732 -1.2078 0.2499 -0.8981
H -3.0393 2.3506 -0.9833 0.7320 -1.5582 0.0611
H -4.2345 1.0452 0.5536 0.3443 -0.9722 -1.4385
H -4.5456 -0.0452 -0.9271 1.2368 0.3297 0.9775
H -3.5915 -1.5930 0.6339 0.3759 0.7802 0.1212
H -2.8829 -0.3989 1.5443 -0.4071 -0.3236 -1.1113
H 1.1307 2.6665 -2.0269 0.0343 -0.4763 0.6462
H 0.1292 2.2030 -0.7142 0.5784 -0.1763 -0.3719
H 2.4169 1.3019 2.0108 0.8077 0.6442 -1.3066
H 4.1604 1.2230 1.4548 -1.7389 0.2732 -0.8074
C -3.8191 -3.4470 3.7861 0.1752 0.0493 0.1610
O -3.5889 -2.3664 2.8914 0.0979 0.1606 -0.0916
H -4.7137 -3.9822 3.4678 0.0941 0.1362 -0.0432
H -2.9651 -4.1285 3.7689 -0.1195 -0.1362 0.1252
H -3.9695 -3.0625 4.7977 -0.0550 -0.2088 0.0487
H -2.7939 -1.9095 3.1939 -0.1976 -0.1518 -0.0529